1 | ORCA calculation (the ωB97M-V functional and the def2-TZVPD basis) on C4H12N2O2 as an isolated structure.

* spin multiplicity: 1
* HOMO level: -0.286 Ha
* gap between HOMO and LUMO: 8.63 eV
* LUMO energy: 0.8 eV

Last column: Löwdin charge in e.
Cartesian coordinates (Å):
C 0.08 0.47 -0.10  -0.2305
C -2.34 0.34 -0.25  -0.1743
C -0.72 -0.66 -0.37  -0.1128
C 0.32 0.95 1.29  -0.0584
N 1.52 -0.79 -0.80  -0.1919
N 2.39 -1.08 0.24  -0.0349
O 2.18 0.10 -1.79  -0.1398
O -2.78 0.37 1.07  -0.0902
H 2.31 -0.46 -2.56  0.0574
H -3.46 -0.30 1.19  0.0928
H 0.11 1.23 -0.88  0.1204
H 2.90 -0.25 0.55  0.0700
H 3.09 -1.77 -0.05  0.0730
H -2.27 1.36 -0.65  0.0984
H -2.96 -0.27 -0.91  0.0888
H -0.74 -1.02 -1.40  0.0931
H -0.82 -1.39 0.42  0.1112
H -0.55 0.84 1.93  0.0761
H 0.66 1.99 1.29  0.0823
H 1.09 0.34 1.76  0.0694

2 | ORCA calculation (the ωB97M-V functional and the def2-TZVPD basis) on a 2-piece molecular cluster, C4H12N2O2 overall.

* spin multiplicity: 1
* HOMO level: -0.373 Ha
* gap between HOMO and LUMO: 10.80 eV
* LUMO energy: 0.6 eV
* SMILES: CCCNC(N)=O.O

Last column: Löwdin charge in e.
Cartesian coordinates (Å):
C 2.88 1.56 0.91  -0.1555
C 1.86 1.60 -0.24  -0.2792
C 0.45 1.73 0.28  -0.2770
N -0.21 0.50 0.52  0.0606
C -0.70 -0.32 -0.48  -0.5399
N -0.69 0.13 -1.83  0.1842
O -1.16 -1.42 -0.27  0.0514
H 2.82 0.54 1.42  0.1031
H 3.94 1.69 0.76  0.0635
H 2.77 2.42 1.47  0.0342
H 2.39 0.80 -0.97  0.1492
H 2.18 2.58 -0.84  0.1358
H 0.61 2.46 1.10  0.1240
H -0.25 2.43 -0.36  0.1427
H 0.15 0.13 1.41  0.1640
H -0.62 1.14 -1.98  0.0974
H -1.19 -0.35 -2.44  0.0313
O -2.39 -3.55 0.89  -0.0265
H -3.02 -2.95 1.30  0.0336
H -1.88 -2.95 0.47  -0.0967

Which of them is the least stable? Correct choice: 1.

1 | ORCA calculation (the ωB97M-V functional and the def2-TZVPD basis) on a 2-piece molecular cluster, C4H12N2O2 overall.

* spin multiplicity: 1
* HOMO level: -0.344 Ha
* gap between HOMO and LUMO: 10.06 eV
* LUMO energy: 0.7 eV
* SMILES: CC(=O)O.NCCN

Last column: Löwdin charge in e.
Cartesian coordinates (Å):
C 0.39 -1.87 2.95  -0.0063
C 0.35 -1.17 1.61  -0.6349
O 0.51 -1.82 0.58  0.0332
O 0.10 0.10 1.67  0.0235
H 0.66 -1.15 3.73  0.0747
H -0.59 -2.32 3.17  0.0860
H 1.14 -2.65 2.94  0.0760
H -0.42 0.62 0.83  0.0697
N -1.23 1.43 -0.06  0.0153
C -0.97 0.80 -1.39  -0.2130
C 0.48 1.04 -1.86  -0.2901
N 0.99 -0.15 -2.51  -0.0093
H -0.91 2.39 -0.05  0.1092
H -2.23 1.45 0.12  0.1097
H -1.20 -0.26 -1.34  0.1101
H -1.62 1.24 -2.15  0.1060
H 0.51 1.83 -2.62  0.1072
H 1.08 1.32 -0.98  0.1092
H 1.93 0.06 -2.82  0.0683
H 1.03 -0.90 -1.83  0.0554

2 | ORCA calculation (the ωB97M-V functional and the def2-TZVPD basis) on a 2-piece molecular cluster, C4H12N2O2 overall.

* spin multiplicity: 1
* HOMO level: -0.292 Ha
* gap between HOMO and LUMO: 6.03 eV
* LUMO energy: -1.9 eV

Last column: Löwdin charge in e.
Cartesian coordinates (Å):
C 0.42 0.83 -1.41  -0.4421
N -0.60 1.12 -0.47  -0.0924
C -0.06 1.57 0.81  -0.0196
C -1.49 0.04 -0.45  -0.1845
C -0.91 -1.10 0.38  -0.2072
N 0.32 -1.49 -0.21  0.0859
O 1.48 1.47 -1.43  0.0759
H -0.11 0.78 -2.40  0.1801
H -0.78 2.26 1.24  0.1014
H 0.24 0.75 1.48  0.0620
H 0.89 2.05 0.64  0.0895
H -1.54 -0.31 -1.48  0.1224
H -2.50 0.31 -0.23  0.1306
H -1.61 -1.92 0.44  0.1308
H -0.68 -0.76 1.39  0.1111
H 0.42 -2.41 -0.61  0.1341
H 1.20 -1.13 0.33  0.0091
H 0.58 -0.36 -1.16  0.1848
H 2.81 -1.02 1.64  -0.0795
O 1.93 -0.66 1.50  -0.3923

Which of them is the least stable? Correct choice: 2.

1 | ORCA calculation (the ωB97M-V functional and the def2-TZVPD basis) on a 2-piece molecular cluster, C4H8N2O overall.

* spin multiplicity: 1
* HOMO level (alpha / beta): -0.316 / -0.315 Ha
* gap between HOMO and LUMO (alpha / beta): 8.08 / 8.52 eV
* LUMO energy (alpha / beta): -0.5 / 0.0 eV

Last column: Löwdin charge in e.
Cartesian coordinates (Å):
C -2.41 -0.74 -0.15  -0.0724
N -0.98 -0.52 -0.36  -0.0693
C -0.36 0.47 0.22  -0.0283
N 0.95 1.65 1.99  0.1550
C 1.05 0.76 -0.18  -0.5360
O 1.27 1.96 -0.33  0.0058
C 2.14 -0.26 -0.44  -0.0216
H -2.92 -0.85 -1.11  0.0844
H -2.78 0.14 0.37  0.0827
H -2.60 -1.63 0.46  0.0835
H -0.54 -1.17 -1.02  0.1416
H -0.08 1.70 2.10  -0.0691
H 1.90 -0.88 -1.31  0.0749
H 3.06 0.29 -0.66  0.0851
H 2.31 -0.92 0.42  0.0839

2 | ORCA calculation (the ωB97M-V functional and the def2-TZVPD basis) on a single C4H8N2O molecule.

* spin multiplicity: 1
* HOMO level (alpha / beta): -0.284 / -0.284 Ha
* gap between HOMO and LUMO (alpha / beta): 8.06 / 8.01 eV
* LUMO energy (alpha / beta): 0.3 / 0.3 eV

Last column: Löwdin charge in e.
Cartesian coordinates (Å):
N -0.08 -1.93 -0.20  0.1740
C -0.29 -1.14 -1.28  -0.5295
O -0.36 -1.55 -2.42  0.0473
C -0.45 0.36 -0.99  -0.0530
N 0.10 0.82 0.28  -0.3208
C -0.56 0.72 1.47  -0.0330
C 1.34 1.28 0.47  0.0146
H -0.10 -2.93 -0.34  0.1148
H -0.23 -1.56 0.73  0.0800
H 0.01 0.90 -1.82  0.1315
H -1.53 0.57 -1.00  0.1423
H -1.52 1.19 1.64  0.0551
H 0.02 0.33 2.30  0.0488
H 1.45 2.14 1.12  0.0584
H 2.20 0.79 0.03  0.0694

Which of them is the least stable? Correct choice: 1.

1 | ORCA calculation (the ωB97M-V functional and the def2-TZVPD basis) on a single C4H8N2O molecule.

* spin multiplicity: 1
* HOMO level: -0.375 Ha
* gap between HOMO and LUMO: 10.95 eV
* LUMO energy: 0.7 eV
* SMILES: N#C[C@@H](N)CCO

Last column: Löwdin charge in e.
Cartesian coordinates (Å):
N -0.72 2.54 0.48  0.1616
C -0.77 1.38 0.44  -0.1852
C -0.78 -0.10 0.41  -0.4061
N -2.12 -0.57 0.11  0.0385
C 0.21 -0.61 -0.65  -0.1473
C 1.60 0.04 -0.55  -0.2597
O 2.01 0.26 0.79  -0.0731
H -0.40 -0.42 1.39  0.1449
H -2.11 -1.58 0.02  0.0789
H -2.76 -0.35 0.87  0.0812
H -0.22 -0.42 -1.64  0.1247
H 0.28 -1.69 -0.52  0.1184
H 1.62 0.98 -1.12  0.1195
H 2.33 -0.63 -1.02  0.1162
H 1.84 1.19 1.00  0.0875

2 | ORCA calculation (the ωB97M-V functional and the def2-TZVPD basis) on a single C4H8N2O molecule.

* spin multiplicity: 1
* HOMO level: -0.333 Ha
* gap between HOMO and LUMO: 9.94 eV
* LUMO energy: 0.9 eV
* SMILES: C[C@@]12C[N@@H+]1[C@@]2(N)[O-]

Last column: Löwdin charge in e.
Cartesian coordinates (Å):
C 0.25 1.62 0.92  -0.0172
C 0.49 0.36 0.13  -0.2864
C 1.14 -0.83 0.70  -0.0524
N -0.29 -0.90 0.49  0.0495
C -0.43 -0.15 -0.92  -0.6318
N 0.00 -0.71 -2.13  0.1468
O -1.67 0.23 -0.78  -0.0875
H 0.36 1.43 1.99  0.0866
H 0.96 2.40 0.63  0.0848
H -0.76 1.97 0.71  0.0841
H 1.72 -1.53 0.10  0.1060
H 1.48 -0.74 1.73  0.1154
H -1.41 -0.40 0.47  0.2164
H 0.89 -1.18 -2.07  0.0857
H -0.72 -1.31 -2.51  0.0998

Which of them is the least stable? Correct choice: 2.